C19H26AuNO5SSb | the ωB97M-V functional and the def2-TZVPD basis

Kohn-Sham gap in eV: 6.74
LUMO energy in Eh: -0.2008
Max |F| in eV/Å: 0.8
DFT total energy in Eh: -1944.39390
HOMO level in eV: -12.21
Net charge: +1

Cartesian coordinates (Å):
Au  -0.105  -0.406  -0.239
O  3.564  -1.062  1.377
C  2.397  -0.795  1.264
O  1.830  -0.739  0.060
C  1.558  -0.493  2.488
C  2.082  -0.761  3.741
C  1.306  -0.459  4.850
C  0.050  0.099  4.664
C  -0.394  0.328  3.372
N  0.352  0.042  2.306
H  3.069  -1.193  3.823
H  1.676  -0.660  5.847
H  -0.585  0.341  5.505
H  -1.383  0.723  3.175
C  -0.801  4.717  -0.649
C  -0.904  3.483  0.245
Sb  0.423  2.016  -0.524
C  2.411  2.362  0.119
C  2.831  3.809  -0.127
C  0.485  2.160  -2.640
C  -0.874  1.960  -3.304
H  -1.449  5.492  -0.240
H  -1.136  4.515  -1.665
H  0.209  5.125  -0.691
H  -1.909  3.064  0.267
H  -0.589  3.664  1.272
H  3.010  1.641  -0.436
H  2.469  2.098  1.175
H  2.734  4.101  -1.173
H  3.883  3.920  0.140
H  2.266  4.512  0.486
H  1.205  1.400  -2.945
H  0.918  3.139  -2.859
H  -1.288  0.978  -3.081
H  -0.770  2.046  -4.385
H  -1.604  2.705  -2.986
C  -0.118  -5.980  -1.975
C  -0.827  -4.756  -1.472
C  -0.558  -4.236  -0.212
C  -1.245  -3.123  0.263
C  -2.196  -2.515  -0.553
C  -2.480  -3.015  -1.818
C  -1.799  -4.131  -2.261
S  -2.910  -0.996  -0.006
O  -2.586  -0.862  1.390
O  -4.249  -0.804  -0.446
O  -1.997  -0.017  -0.822
H  0.753  -6.214  -1.365
H  0.209  -5.846  -3.006
H  -0.784  -6.844  -1.953
H  0.179  -4.716  0.419
H  -1.080  -2.752  1.268
H  -3.228  -2.534  -2.436
H  -2.018  -4.533  -3.243

=====

C19H26Cl3F2O4P | the ωB97M-V functional and the def2-TZVPD basis

Kohn-Sham gap in eV: 10.01
SMILES string: CCOP(=O)(OCC)OCC.ClC(Cl)Cl.Fc1ccccc1.Fc1ccccc1
LUMO energy in Eh: 0.0274
Max |F| in eV/Å: 3.4
DFT total energy in Eh: -2962.27532
HOMO level in eV: -9.26
Net charge: 0

Cartesian coordinates (Å):
C  0.976  -3.163  -1.823
C  0.045  -2.029  -1.989
O  0.655  -0.713  -1.966
P  0.136  0.690  -2.542
O  1.090  1.766  -2.196
O  -0.091  0.378  -4.061
C  -0.580  1.514  -4.864
C  -1.245  0.861  -6.012
O  -1.266  0.933  -1.915
C  -1.372  1.603  -0.662
C  -2.685  1.092  -0.026
H  0.359  -4.064  -1.992
H  1.752  -3.085  -2.621
H  1.496  -3.205  -0.892
H  -0.550  -2.180  -2.957
H  -0.624  -2.094  -1.112
H  -1.181  2.103  -4.196
H  0.260  2.092  -5.164
H  -1.352  1.528  -6.897
H  -0.603  0.077  -6.385
H  -2.239  0.521  -5.744
H  -0.565  1.561  -0.026
H  -1.480  2.619  -0.893
H  -3.465  1.350  -0.721
H  -2.754  0.143  0.461
H  -2.803  1.808  0.776
Cl  4.440  1.735  0.528
C  3.427  0.496  -0.244
Cl  2.413  -0.349  0.957
Cl  4.491  -0.768  -0.892
H  2.788  0.898  -1.034
F  -2.226  -2.103  2.004
C  -1.184  -2.790  2.498
C  -0.973  -2.845  3.865
C  0.200  -3.506  4.388
C  1.083  -4.092  3.483
C  0.869  -3.980  2.124
C  -0.208  -3.342  1.606
H  -1.747  -2.462  4.572
H  0.472  -3.565  5.417
H  1.976  -4.589  3.889
H  1.548  -4.502  1.484
H  -0.490  -3.441  0.583
F  0.306  0.737  3.940
C  0.172  1.914  3.310
C  1.297  2.446  2.665
C  1.229  3.674  1.987
C  0.046  4.392  1.976
C  -1.072  3.844  2.566
C  -1.012  2.600  3.198
H  2.160  1.820  2.691
H  2.080  3.933  1.370
H  -0.046  5.253  1.341
H  -2.058  4.301  2.484
H  -1.893  2.186  3.663

=====

C19H26F3NO4 | the ωB97M-V functional and the def2-TZVPD basis

Kohn-Sham gap in eV: 9.32
SMILES string: CCOC(=O)C1(Cc2ccccc2C(F)(F)F)CCN(C[C@H](O)CO)CC1
LUMO energy in Eh: 0.0238
Max |F| in eV/Å: 0.8
Relative energy (zero: lowest compared OMol25 entry of this formula, charge and spin) in eV: 0.170
DFT total energy in Eh: -1394.95072
HOMO level in eV: -8.67
Net charge: 0

Cartesian coordinates (Å):
C  0.189  -3.112  -2.274
C  1.157  -3.003  -1.105
O  0.747  -1.987  -0.189
C  1.111  -0.740  -0.461
O  1.768  -0.423  -1.423
C  0.634  0.270  0.581
C  1.876  0.742  1.390
C  3.028  1.196  0.540
C  2.995  2.465  -0.030
C  3.999  2.913  -0.866
C  5.082  2.098  -1.145
C  5.166  0.853  -0.553
C  4.153  0.406  0.288
C  4.348  -0.915  0.978
F  4.445  -0.770  2.320
F  3.358  -1.804  0.787
F  5.470  -1.545  0.604
C  -0.021  1.434  -0.174
C  -1.352  1.007  -0.788
N  -2.259  0.568  0.254
C  -3.609  0.366  -0.233
C  -4.620  0.336  0.920
O  -4.788  -1.012  1.332
C  -5.985  0.893  0.484
O  -6.521  0.156  -0.582
C  -1.723  -0.621  0.893
C  -0.389  -0.310  1.563
H  0.196  -2.189  -2.848
H  -0.821  -3.299  -1.914
H  0.490  -3.930  -2.922
H  2.163  -2.770  -1.464
H  1.174  -3.923  -0.517
H  1.556  1.576  2.019
H  2.172  -0.073  2.050
H  2.165  3.117  0.196
H  3.937  3.899  -1.299
H  5.866  2.433  -1.806
H  6.022  0.223  -0.740
H  -0.209  2.253  0.521
H  0.643  1.773  -0.969
H  -1.798  1.864  -1.301
H  -1.175  0.215  -1.539
H  -3.709  -0.570  -0.807
H  -3.862  1.198  -0.891
H  -4.226  0.946  1.745
H  -5.359  -1.034  2.108
H  -6.674  0.869  1.346
H  -5.891  1.927  0.147
H  -6.329  -0.776  -0.407
H  -2.435  -0.961  1.646
H  -1.595  -1.436  0.162
H  0.003  -1.219  2.020
H  -0.561  0.429  2.348

=====

C19H26GeNO2S2SeSn | the ωB97M-V functional and the def2-TZVPD basis

Kohn-Sham gap in eV: 7.74
LUMO energy in Eh: -0.1393
Max |F| in eV/Å: 0.4
Relative energy (zero: lowest compared OMol25 entry of this formula, charge and spin) in eV: 0.000
DFT total energy in Eh: -6433.70061
HOMO level in eV: -11.53
Net charge: +1

Cartesian coordinates (Å):
Sn  -0.244  -0.354  1.328
C  -4.953  -3.236  1.549
C  -3.994  -2.476  0.705
S  -2.411  -3.074  0.184
C  -4.072  -1.286  0.096
C  -5.160  -0.269  0.037
S  -2.524  -1.223  -0.780
H  -4.440  -3.731  2.373
H  -5.467  -4.000  0.965
H  -5.700  -2.565  1.972
H  -6.130  -0.757  0.118
H  -5.137  0.269  -0.910
H  -5.083  0.460  0.848
O  3.376  1.385  0.372
C  2.221  1.111  0.546
O  1.766  0.182  1.341
C  1.138  1.929  -0.148
C  1.507  3.005  -0.965
C  0.516  3.741  -1.550
C  -0.837  3.438  -1.286
C  -1.899  4.212  -1.812
C  -3.190  3.925  -1.480
C  -3.472  2.853  -0.607
C  -2.472  2.073  -0.099
C  -1.131  2.346  -0.439
N  -0.116  1.586  0.078
H  2.559  3.208  -1.099
H  0.752  4.574  -2.200
H  -1.664  5.039  -2.467
H  -4.001  4.522  -1.871
H  -4.499  2.658  -0.328
H  -2.698  1.264  0.586
C  3.189  -5.116  2.358
Ge  1.548  -4.406  1.586
C  0.621  -5.745  0.516
C  0.387  -3.680  2.982
C  2.138  -2.943  0.380
Se  0.738  -2.170  -0.722
C  1.845  -1.052  -1.866
H  2.959  -5.934  3.039
H  3.726  -4.351  2.915
H  3.845  -5.499  1.578
H  0.289  -6.562  1.155
H  1.292  -6.157  -0.237
H  -0.251  -5.336  0.008
H  0.116  -4.475  3.676
H  -0.542  -3.276  2.570
H  0.898  -2.903  3.551
H  2.859  -3.365  -0.324
H  2.618  -2.128  0.922
H  2.328  -1.697  -2.595
H  2.592  -0.545  -1.264
H  1.203  -0.338  -2.376

=====

C19H26N2O3S | the ωB97M-V functional and the def2-TZVPD basis

Kohn-Sham gap in eV: 8.90
SMILES string: CCCOc1ccc(C(=O)NC[C@@H](c2cccs2)N(C)C)cc1OC
LUMO energy in Eh: 0.0246
Max |F| in eV/Å: 0.6
Relative energy (zero: lowest compared OMol25 entry of this formula, charge and spin) in eV: 2.304
DFT total energy in Eh: -1472.99279
HOMO level in eV: -8.23
Net charge: 0

Cartesian coordinates (Å):
C  2.955  1.717  6.447
C  2.044  0.747  5.707
C  0.766  1.441  5.232
O  -0.118  0.568  4.562
C  0.185  0.106  3.308
C  1.191  0.647  2.513
C  1.430  0.196  1.228
C  0.667  -0.838  0.704
C  0.876  -1.391  -0.662
O  0.724  -2.568  -0.930
N  1.243  -0.469  -1.585
C  1.423  -0.795  -2.976
C  0.420  -0.106  -3.941
C  -0.985  -0.142  -3.419
C  -1.620  -1.088  -2.678
C  -2.980  -0.778  -2.441
C  -3.356  0.390  -3.016
S  -2.061  1.143  -3.864
N  0.746  1.257  -4.332
C  0.989  2.181  -3.247
C  1.764  1.359  -5.351
C  -0.318  -1.405  1.499
C  -0.585  -0.954  2.787
O  -1.611  -1.604  3.399
C  -1.852  -1.472  4.782
H  3.251  2.538  5.798
H  3.853  1.207  6.786
H  2.447  2.133  7.314
H  1.767  -0.079  6.364
H  2.570  0.324  4.848
H  1.004  2.316  4.613
H  0.191  1.787  6.096
H  1.802  1.450  2.894
H  2.239  0.636  0.663
H  1.277  0.499  -1.315
H  1.306  -1.878  -3.048
H  2.440  -0.533  -3.290
H  0.444  -0.692  -4.871
H  -1.148  -1.980  -2.309
H  -3.638  -1.404  -1.866
H  -4.318  0.864  -2.999
H  0.215  2.071  -2.490
H  0.931  3.196  -3.642
H  1.981  2.055  -2.785
H  1.506  0.714  -6.190
H  1.796  2.389  -5.706
H  2.770  1.088  -4.995
H  -0.905  -2.224  1.116
H  -0.964  -1.713  5.371
H  -2.197  -0.469  5.041
H  -2.638  -2.195  5.001

=====

C19H26N2O5 | the ωB97M-V functional and the def2-TZVPD basis

Kohn-Sham gap in eV: 8.83
SMILES string: CCCCOC(=O)Cn1c(=O)n(CC(=O)OCCCC)c2ccccc21
LUMO energy in Eh: 0.0279
Max |F| in eV/Å: 0.7
Relative energy (zero: lowest compared OMol25 entry of this formula, charge and spin) in eV: 0.148
DFT total energy in Eh: -1225.39599
HOMO level in eV: -8.07
Net charge: 0

Cartesian coordinates (Å):
C  1.318  2.143  4.744
C  1.609  0.692  5.104
C  0.319  -0.108  5.270
C  0.594  -1.589  5.513
O  1.199  -2.178  4.357
C  0.383  -2.578  3.394
O  -0.816  -2.613  3.457
C  1.175  -3.033  2.163
N  0.525  -2.516  0.990
C  0.143  -1.195  0.910
O  0.366  -0.326  1.724
N  -0.556  -1.054  -0.270
C  -1.024  0.209  -0.750
C  -0.217  0.679  -1.957
O  0.789  0.158  -2.354
O  -0.788  1.746  -2.510
C  -0.122  2.310  -3.645
C  -0.954  3.472  -4.166
C  -0.303  4.128  -5.380
C  -1.137  5.291  -5.900
C  -0.602  -2.266  -0.927
C  -1.171  -2.637  -2.129
C  -1.057  -3.967  -2.506
C  -0.398  -4.890  -1.707
C  0.177  -4.523  -0.499
C  0.067  -3.201  -0.116
H  2.243  2.706  4.647
H  0.706  2.614  5.511
H  0.785  2.188  3.798
H  2.189  0.646  6.029
H  2.200  0.239  4.307
H  -0.264  0.282  6.107
H  -0.276  -0.015  4.360
H  1.314  -1.734  6.321
H  -0.336  -2.121  5.735
H  1.175  -4.124  2.120
H  2.202  -2.663  2.242
H  -0.890  0.932  0.062
H  -2.085  0.168  -1.017
H  0.877  2.642  -3.340
H  -0.001  1.532  -4.407
H  -1.074  4.205  -3.366
H  -1.947  3.103  -4.431
H  -0.181  3.384  -6.171
H  0.692  4.486  -5.107
H  -0.660  5.747  -6.764
H  -1.253  6.052  -5.132
H  -2.127  4.950  -6.196
H  -1.679  -1.920  -2.755
H  -1.489  -4.289  -3.441
H  -0.328  -5.917  -2.032
H  0.690  -5.249  0.112